This record from the Open Molecules 2025 dataset describes a cluster of 17 separate species, C39H107N5O17S12 in total. The level of theory is ωB97M-V/def2-TZVPD.

Computed properties:
Energy above the lowest of the compared OMol25 structures with the same formula, charge and spin (kcal per mole): 58.97
E_tot (eV): -214449.1368
HOMO energy (eV): -7.868
Frontier orbital gap (eV): 7.86

Last column: Mulliken charge in e.
Geometry (Å):
C 12.4077 11.1621 9.6170  -0.9449
C 13.7654 10.6217 10.1176  0.5577
O 14.4445 11.2660 10.9629  -0.2715
N 14.2383 9.4554 9.7164  -0.1807
C 15.5485 8.9530 10.1281  -0.5901
H 11.7145 11.1072 10.4564  0.0278
H 12.0372 10.5922 8.7650  0.5125
H 12.3917 12.1621 9.1837  0.1560
H 13.8935 9.1906 8.8047  0.2565
H 15.4944 7.9238 9.7733  0.3555
H 15.7520 9.0111 11.1973  0.0336
H 16.3003 9.5700 9.6359  0.2524
C 11.7795 14.8143 10.7084  -0.3157
C 10.5709 15.6540 10.9874  0.5708
O 10.3650 16.3048 12.0068  -0.6094
N 9.8247 15.6691 9.8570  -0.2211
C 8.8017 16.6949 9.6040  -0.9202
H 12.6948 15.1071 11.2227  -0.2497
H 12.1026 14.9497 9.6762  0.5564
H 11.6560 13.7476 10.8958  -0.0242
H 10.1113 15.1444 9.0429  0.2979
H 7.8144 16.3911 9.9521  0.2455
H 8.8406 16.7737 8.5175  0.3466
H 9.0659 17.5710 10.1962  0.3118
C 19.1283 12.2489 10.4671  -0.5975
C 19.4420 13.2726 9.4042  0.5452
O 19.6259 13.0243 8.2226  -0.7582
N 19.4135 14.5663 9.7885  1.4292
C 19.7113 15.6553 8.8681  -0.9036
H 20.0105 12.2054 11.1058  0.4281
H 18.8059 11.2875 10.0673  0.3731
H 18.4134 12.6646 11.1773  -0.2150
H 19.0327 14.7691 10.7017  -0.5072
H 20.7808 15.7288 8.6710  0.3462
H 19.3778 16.5030 9.4667  -0.1016
H 19.1937 15.5226 7.9181  0.3098
C 19.1212 13.7609 15.9815  2.0875
C 19.3778 12.7856 17.2062  0.3415
O 20.0853 13.2131 18.0820  -0.6806
N 18.6773 11.6380 17.2523  0.6318
C 18.7813 10.6844 18.3543  -1.0747
H 18.7290 13.2043 15.1303  -0.4086
H 20.0328 14.3032 15.7306  -0.8983
H 18.3036 14.3809 16.3494  -0.4771
H 18.4105 11.2544 16.3569  -0.2498
H 19.5422 10.9559 19.0860  0.3838
H 18.8781 9.6683 17.9716  0.2292
H 17.9273 10.6919 19.0315  0.2679
C 17.9968 16.8936 13.6969  0.5650
C 17.5238 15.5693 13.0531  0.2273
O 17.6478 15.4672 11.8530  -0.2254
N 16.8850 14.7111 13.8510  2.5582
C 16.2438 13.4527 13.3834  -0.7372
H 17.4195 17.7700 13.4026  -0.4469
H 18.9775 17.1216 13.2792  -0.3603
H 17.9706 16.7902 14.7817  0.0510
H 16.6706 14.8923 14.8213  -0.5447
H 15.9277 13.7428 12.3814  -0.0994
H 15.3486 13.2416 13.9682  -0.4026
H 16.8726 12.5691 13.2733  -0.1069
C 15.4803 20.3668 15.6842  -0.8921
S 16.6492 19.4200 16.7643  0.9075
O 17.0268 20.4059 17.8661  -0.7618
C 15.4112 18.2956 17.5732  -0.6425
H 14.8974 21.1100 16.2283  0.4044
H 14.7762 19.7510 15.1246  0.1065
H 15.9488 20.9187 14.8692  0.2514
H 14.5732 18.1101 16.9013  -0.0332
H 15.0576 18.9431 18.3756  0.5366
H 15.8071 17.3222 17.8629  0.1533
C 22.3675 15.2046 11.4761  -1.2824
S 21.5261 14.2925 12.8336  1.0301
O 22.1722 12.9360 12.8198  -0.7469
C 22.2031 15.3904 14.1638  -1.2296
H 22.2447 14.6124 10.5694  0.3400
H 23.4433 15.1166 11.6278  0.5201
H 22.0861 16.2455 11.3161  0.1935
H 21.7616 16.3862 14.1231  0.1905
H 23.2628 15.5812 13.9944  0.5520
H 22.1037 15.0550 15.1961  0.2701
C 22.0629 20.6667 16.9398  -0.9373
S 22.2224 19.4921 15.5698  0.4485
O 22.5730 18.1087 16.1305  -0.4729
C 20.4377 19.6302 15.0686  0.1931
H 21.5386 20.2564 17.8029  0.2326
H 21.6840 21.6582 16.6921  0.3550
H 23.0903 20.8321 17.2643  0.3890
H 19.7818 19.1255 15.7780  -0.2030
H 20.0766 19.1726 14.1475  -0.5238
H 20.2239 20.6991 15.0713  0.4768
C 13.7435 9.7686 13.7817  -0.5364
S 13.5541 9.1774 15.5072  0.5141
O 13.4609 7.6590 15.4608  -0.7006
C 15.1911 9.6185 16.1603  -0.4159
H 12.7641 9.8401 13.3087  0.2053
H 14.3440 9.0014 13.2928  0.4515
H 14.3134 10.6891 13.6550  -0.0623
H 15.3848 9.6378 17.2328  0.5167
H 15.5191 10.6046 15.8313  -0.2826
H 15.9046 8.9552 15.6714  0.1851
C 13.4796 12.9884 16.9456  -0.8160
S 15.2941 13.2854 17.1260  0.9220
O 15.6222 14.5887 16.3562  -1.0783
C 15.2915 13.7654 18.9245  -1.3617
H 13.1441 12.0558 17.3991  0.4816
H 13.4587 12.7607 15.8799  -0.1284
H 12.8876 13.8826 17.1405  0.3734
H 14.4875 14.4929 19.0366  0.4158
H 16.1960 14.2538 19.2870  0.3475
H 15.0619 12.8756 19.5106  0.4055
C 14.0631 16.8200 13.8060  -0.0801
S 12.9476 16.9003 15.2638  0.5273
O 12.2990 18.3104 15.2881  -0.6860
C 11.6500 15.7231 14.8526  -0.5275
H 14.3781 15.7767 13.7870  -0.2181
H 14.9134 17.4511 14.0644  -0.2223
H 13.6754 17.1474 12.8412  0.5879
H 10.6950 16.2483 14.8423  0.4742
H 11.6582 15.0416 15.7032  0.2520
H 11.8312 15.1501 13.9433  -0.3451
C 19.5815 8.1965 14.9464  -1.0742
S 18.6106 9.4942 14.0397  0.4715
O 17.7634 10.3376 15.0067  -0.4619
C 20.0832 10.6013 13.7252  -0.5526
H 19.9210 8.6276 15.8882  0.2558
H 20.3729 7.8456 14.2841  0.3976
H 19.0077 7.3160 15.2355  0.3640
H 20.6147 10.9522 14.6098  0.4196
H 19.7014 11.4862 13.2158  -0.4381
H 20.8721 10.0745 13.1883  0.5805
C 9.4628 13.1966 13.4174  -0.2971
S 10.1615 12.0381 14.6633  0.3471
O 11.6552 12.1940 14.5091  -0.2745
C 9.6056 10.4480 13.9069  -1.0976
H 8.3868 13.3707 13.4278  0.5318
H 9.7517 12.8345 12.4307  0.1249
H 10.0974 14.0729 13.5493  -0.3373
H 10.0031 10.1438 12.9387  0.2440
H 8.5447 10.6181 13.7236  0.4675
H 9.6798 9.5996 14.5872  0.3836
C 20.9598 21.1614 11.6349  -1.3479
S 20.2818 19.4846 11.3639  0.9115
O 21.0772 18.4956 12.1507  -0.5693
C 20.8774 19.1784 9.5948  -0.9544
H 22.0478 21.1021 11.6060  0.4335
H 20.7764 21.5976 12.6168  0.3038
H 20.8480 21.9478 10.8885  0.4275
H 20.6755 18.1736 9.2237  0.0635
H 21.9583 19.3010 9.5256  0.4252
H 20.4864 19.8798 8.8578  0.4266
C 15.9317 12.5077 7.8210  -0.5626
S 16.0755 14.3731 7.6042  0.4679
O 14.9512 14.8280 6.7309  -0.6716
C 15.6781 14.7159 9.3789  0.6143
H 14.8725 12.4029 8.0561  0.1047
H 16.5569 12.1951 8.6574  -0.1067
H 16.1575 11.9269 6.9267  0.5753
H 15.8365 15.7830 9.5346  -0.3445
H 16.2055 14.2522 10.2125  -0.1017
H 14.5917 14.6348 9.4140  -0.1612
C 21.8445 15.9161 18.1851  -0.4258
S 21.2060 17.5552 18.6682  0.6004
O 21.1348 17.4277 20.1926  -0.7560
C 19.4557 17.2014 18.1693  -0.6154
H 22.8992 16.0253 17.9326  0.4575
H 21.3802 15.5013 17.2904  -0.4759
H 21.6452 15.2358 19.0131  0.4703
H 19.2849 17.1978 17.0928  -0.2452
H 18.7167 17.9362 18.4887  0.5084
H 19.1445 16.2320 18.5586  0.4180
C 16.7106 18.1841 10.5900  -0.3354
S 16.0673 19.6227 11.5607  0.4967
O 17.1189 19.9432 12.6036  -0.4796
C 16.3454 20.9072 10.2534  -0.9611
H 16.0277 17.4421 11.0038  -0.1498
H 17.7219 17.9370 10.9129  -0.1386
H 16.6002 18.1374 9.5066  0.6081
H 17.3755 20.7459 9.9355  0.1311
H 16.1828 21.9245 10.6094  0.3728
H 15.6536 20.7682 9.4226  0.3744